[1]
Below is a cluster of 11 separate species, C52H137N11O15 in total in a non-equilibrium geometry, with properties calculated with wB97M-V/def2-TZVPD.

Properties
gap between HOMO and LUMO = 8.810 eV
energy = -3793.9620 a.u.
energy above the lowest of the compared OMol25 structures with the same formula, charge and spin = 113.4 kJ/mol
SMILES string = COC[C@H](C)N.COC[C@H](C)N.COC[C@H](C)N.COC[C@H](C)N.COC[C@H](C)N.COC[C@H](C)N.COC[C@H](C)N.COCCNCCOC.COCCNCCOC.COCCNCCOC.COCCNCCOC
E_HOMO = -8.39 eV
lowest unoccupied orbital energy = 0.015 Eh

ORCA input file:
```
! RIJCOSX wB97M-V def2-TZVPD def2/J DEFGRID3
* xyz 0 1
C -20.50 -11.09 13.97
C -20.61 -12.05 15.15
C -21.55 -11.53 16.22
O -21.51 -12.43 17.30
C -22.27 -12.02 18.47
N -21.04 -13.33 14.56
H -20.31 -10.09 14.27
H -21.37 -11.20 13.32
H -19.68 -11.39 13.32
H -19.65 -12.23 15.60
H -22.55 -11.48 15.76
H -21.31 -10.50 16.54
H -22.01 -11.01 18.78
H -22.03 -12.72 19.25
H -23.35 -12.17 18.28
H -20.31 -13.67 13.92
H -21.02 -14.06 15.28
C -22.61 -25.35 14.10
C -24.17 -25.22 14.36
C -24.72 -23.81 14.36
O -23.89 -23.01 15.15
C -24.50 -21.86 15.62
N -24.84 -26.15 13.41
H -22.34 -26.37 14.34
H -22.08 -24.69 14.81
H -22.38 -25.07 13.06
H -24.29 -25.53 15.39
H -25.76 -23.79 14.76
H -24.72 -23.40 13.35
H -24.78 -21.18 14.82
H -23.79 -21.35 16.27
H -25.39 -22.07 16.21
H -25.85 -26.14 13.44
H -24.42 -25.98 12.51
C -20.72 -18.64 14.94
C -21.59 -19.89 14.58
C -21.48 -20.26 13.11
O -21.93 -19.17 12.32
C -21.64 -19.12 10.95
N -21.07 -20.99 15.33
H -21.03 -17.68 14.53
H -19.69 -18.83 14.62
H -20.64 -18.47 16.01
H -22.63 -19.65 14.76
H -22.17 -21.10 13.00
H -20.51 -20.67 12.81
H -20.59 -19.38 10.73
H -21.88 -18.15 10.56
H -22.24 -19.96 10.53
H -21.68 -21.79 15.28
H -21.05 -20.79 16.33
C -20.81 -21.80 22.39
C -19.63 -21.48 23.30
C -18.72 -20.36 22.72
O -19.49 -19.16 22.66
C -18.70 -17.98 22.50
N -20.22 -21.11 24.60
H -20.45 -22.18 21.41
H -21.38 -20.88 22.35
H -21.33 -22.65 22.83
H -18.97 -22.32 23.53
H -18.37 -20.65 21.71
H -17.89 -20.21 23.41
H -18.10 -17.85 23.39
H -19.42 -17.16 22.57
H -18.15 -17.91 21.57
H -19.45 -20.78 25.17
H -20.80 -20.29 24.40
C -16.95 -20.92 12.13
C -16.25 -20.65 13.39
C -17.27 -20.38 14.47
O -16.58 -19.97 15.65
C -17.35 -19.83 16.78
N -15.40 -21.79 13.72
H -16.29 -21.09 11.28
H -17.61 -20.07 11.96
H -17.50 -21.87 12.27
H -15.59 -19.77 13.34
H -17.82 -21.31 14.71
H -17.98 -19.61 14.19
H -17.74 -20.78 17.11
H -18.23 -19.22 16.55
H -16.74 -19.37 17.53
H -14.82 -21.56 14.55
H -15.94 -22.59 13.98
C -27.70 -19.63 18.12
C -26.77 -18.90 17.18
C -26.91 -17.39 17.48
O -26.59 -17.07 18.84
C -26.78 -15.67 19.09
N -25.42 -19.34 17.56
H -27.55 -20.69 17.94
H -28.73 -19.55 17.84
H -27.45 -19.37 19.14
H -27.06 -19.00 16.13
H -27.90 -17.05 17.22
H -26.28 -16.85 16.77
H -26.29 -15.08 18.34
H -26.32 -15.31 19.99
H -27.82 -15.35 19.15
H -24.62 -19.17 16.95
H -25.19 -18.90 18.43
C -18.73 -14.50 19.09
C -18.68 -15.05 17.62
C -17.87 -16.30 17.40
O -16.50 -16.06 17.72
C -15.67 -15.72 16.59
N -20.03 -15.27 17.09
H -17.70 -14.22 19.39
H -19.01 -15.32 19.73
H -19.39 -13.64 19.19
H -18.25 -14.30 16.95
H -17.96 -16.63 16.36
H -18.20 -17.12 18.02
H -14.65 -15.75 16.95
H -15.89 -14.72 16.17
H -15.87 -16.42 15.76
H -20.57 -14.50 17.48
H -20.44 -16.13 17.43
C -26.64 -14.86 12.60
O -26.12 -14.82 11.32
C -27.19 -14.89 10.39
C -26.67 -14.38 9.07
N -27.77 -14.48 8.17
C -28.95 -13.63 8.32
C -28.60 -12.11 8.17
O -27.71 -12.04 7.08
C -27.34 -10.69 6.83
H -27.29 -15.73 12.79
H -27.24 -13.97 12.79
H -25.87 -14.86 13.35
H -28.01 -14.25 10.71
H -27.49 -15.93 10.33
H -25.88 -15.03 8.75
H -26.32 -13.37 9.27
H -27.47 -14.35 7.21
H -29.45 -13.79 9.28
H -29.56 -13.85 7.46
H -28.14 -11.68 9.06
H -29.47 -11.50 7.97
H -26.74 -10.56 5.95
H -26.81 -10.31 7.70
H -28.22 -10.04 6.70
C -26.07 -18.14 21.51
O -25.53 -18.59 22.79
C -25.06 -19.91 22.82
C -24.40 -20.23 24.10
N -23.50 -19.19 24.55
C -23.05 -19.32 25.94
C -22.21 -18.09 26.36
O -21.91 -18.05 27.73
C -21.33 -16.86 28.16
H -26.94 -18.71 21.18
H -25.30 -18.37 20.73
H -26.37 -17.12 21.65
H -24.41 -20.13 21.95
H -25.87 -20.63 22.64
H -23.77 -21.12 23.95
H -25.16 -20.55 24.81
H -24.02 -18.34 24.35
H -22.48 -20.25 26.03
H -23.89 -19.40 26.62
H -22.76 -17.21 26.06
H -21.30 -18.07 25.73
H -21.32 -16.90 29.24
H -21.93 -15.97 27.92
H -20.36 -16.64 27.66
C -16.88 -28.42 18.90
O -16.71 -27.05 18.80
C -15.41 -26.54 18.87
C -15.46 -25.06 19.15
N -16.29 -24.79 20.32
C -16.57 -23.39 20.42
C -17.50 -22.77 19.37
O -18.81 -23.37 19.42
C -19.53 -23.09 18.28
H -17.94 -28.63 18.79
H -16.66 -28.72 19.93
H -16.24 -28.97 18.20
H -14.87 -26.74 17.94
H -14.84 -27.02 19.67
H -15.84 -24.58 18.22
H -14.48 -24.66 19.30
H -17.04 -25.39 20.57
H -15.55 -23.02 20.32
H -16.89 -23.05 21.40
H -17.14 -22.99 18.35
H -17.60 -21.70 19.58
H -20.53 -23.46 18.42
H -19.13 -23.53 17.36
H -19.68 -22.00 18.13
C -23.58 -15.75 15.15
O -23.55 -16.41 16.41
C -23.36 -15.51 17.52
C -23.11 -16.25 18.83
N -21.98 -17.19 18.71
C -21.38 -17.83 19.90
C -20.55 -19.03 19.41
O -21.28 -19.99 18.60
C -22.42 -20.64 19.27
H -23.48 -16.45 14.32
H -22.71 -15.07 15.08
H -24.48 -15.16 15.03
H -24.22 -14.83 17.64
H -22.53 -14.81 17.34
H -24.01 -16.82 19.09
H -22.90 -15.48 19.58
H -22.10 -17.83 17.93
H -22.15 -18.10 20.61
H -20.72 -17.13 20.39
H -19.95 -19.50 20.23
H -19.84 -18.69 18.66
H -23.05 -19.95 19.85
H -22.07 -21.35 20.02
H -23.06 -21.13 18.52
*
```

---

[2]
Below is a structure of composition C52H27F21GeInN3O7P2S4, with properties calculated with wB97M-V/def2-TZVPD.

Properties
gap between HOMO and LUMO = 7.882 eV
energy = -9328.4710 a.u.
energy above the lowest of the compared OMol25 structures with the same formula, charge and spin = 0.0 kJ/mol
E_HOMO = -8.54 eV
lowest unoccupied orbital energy = -0.024 Eh

ORCA input file:
```
! RIJCOSX wB97M-V def2-TZVPD def2/J DEFGRID3
* xyz 0 1
In -0.38 -0.57 0.25
F -5.56 0.28 0.69
C -4.53 -0.13 -0.03
F -3.66 0.88 -0.12
F -4.94 -0.45 -1.24
S -3.71 -1.59 0.82
O -2.38 -1.07 1.18
O -4.58 -1.93 1.88
N -3.63 -2.74 -0.25
S -2.35 -2.82 -1.16
O -1.81 -1.48 -1.45
O -1.39 -3.81 -0.77
C -3.10 -3.43 -2.72
F -4.02 -2.58 -3.16
F -2.15 -3.54 -3.63
F -3.65 -4.61 -2.51
C 0.56 2.54 4.06
N 0.20 1.58 3.01
P 0.57 1.77 1.38
C 2.36 2.00 1.31
C 3.16 1.36 2.25
C 4.54 1.43 2.15
C 5.13 2.12 1.10
C 4.33 2.75 0.15
C 2.95 2.68 0.25
C -0.15 3.33 0.82
C 0.41 4.57 1.13
C -0.23 5.74 0.75
C -1.43 5.68 0.05
C -1.99 4.45 -0.27
C -1.35 3.28 0.11
P -0.72 0.16 3.28
C -2.36 0.76 3.77
C -3.27 -0.16 4.30
C -4.58 0.21 4.52
C -5.01 1.50 4.21
C -4.12 2.41 3.66
C -2.80 2.04 3.44
C 0.04 -0.48 4.80
C 1.20 -1.23 4.64
C 1.89 -1.71 5.74
C 1.41 -1.46 7.02
C 0.24 -0.73 7.19
C -0.44 -0.23 6.09
H 1.21 3.31 3.65
H 1.10 2.03 4.86
H -0.33 3.01 4.48
H 2.71 0.81 3.06
H 5.16 0.93 2.89
H 6.21 2.17 1.02
H 4.79 3.28 -0.68
H 2.33 3.16 -0.51
H 1.36 4.62 1.65
H 0.22 6.69 0.99
H -1.92 6.59 -0.25
H -2.91 4.40 -0.83
H -1.78 2.33 -0.17
H -2.95 -1.17 4.52
H -5.28 -0.51 4.92
H -6.04 1.78 4.37
H -4.44 3.40 3.40
H -2.11 2.75 2.98
H 1.58 -1.43 3.64
H 2.80 -2.29 5.60
H 1.94 -1.85 7.88
H -0.13 -0.53 8.19
H -1.34 0.35 6.23
F -0.27 0.18 -6.56
C -1.39 0.43 -5.87
C -1.31 0.53 -4.48
C -2.48 0.87 -3.83
F -2.50 1.05 -2.51
C -3.68 1.05 -4.50
F -4.79 1.36 -3.83
C -3.72 0.91 -5.87
F -4.87 1.08 -6.52
C -2.56 0.60 -6.57
F -2.59 0.49 -7.90
Ge 0.46 0.30 -3.69
S 0.60 0.73 -1.54
C 1.26 -1.43 -4.08
C 2.53 -1.69 -3.58
F 3.18 -0.73 -2.93
C 3.15 -2.91 -3.72
F 4.36 -3.13 -3.20
C 2.50 -3.93 -4.39
F 3.08 -5.12 -4.52
C 1.24 -3.70 -4.93
F 0.62 -4.68 -5.60
C 0.65 -2.47 -4.78
F -0.55 -2.28 -5.35
C 1.51 1.77 -4.45
C 2.62 1.62 -5.27
F 3.03 0.40 -5.65
C 3.34 2.70 -5.75
F 4.40 2.51 -6.53
C 2.95 3.98 -5.40
F 3.64 5.03 -5.85
C 1.84 4.17 -4.60
F 1.46 5.41 -4.27
C 1.14 3.07 -4.15
F 0.05 3.29 -3.40
O -0.85 -3.09 2.44
C 0.20 -3.16 1.86
N 0.74 -2.16 1.06
S 2.19 -2.57 0.37
O 2.02 -2.74 -1.04
O 3.22 -1.68 0.83
C 2.28 -4.13 1.18
C 3.29 -5.07 1.11
C 3.11 -6.24 1.83
C 1.96 -6.45 2.59
C 0.96 -5.49 2.65
C 1.14 -4.32 1.93
H 4.18 -4.90 0.52
H 3.87 -7.01 1.80
H 1.85 -7.38 3.13
H 0.06 -5.63 3.23
*
```

---

[3]
Below is a cluster of 4 separate species, C52H35BrFNO10PS in total in a non-equilibrium geometry, with properties calculated with wB97M-V/def2-TZVPD.

Properties
gap between HOMO and LUMO = 5.193 eV
energy = -6223.2544 a.u.
energy above the lowest of the compared OMol25 structures with the same formula, charge and spin = 71.1 kJ/mol
E_HOMO = -4.92 eV
lowest unoccupied orbital energy = 0.010 Eh

ORCA input file:
```
! RIJCOSX wB97M-V def2-TZVPD def2/J DEFGRID3
* xyz -1 1
C -5.94 -1.66 -0.80
C -4.95 -1.23 -1.32
C -3.77 -0.54 -2.01
S -3.05 0.76 -0.97
C -4.37 -0.20 -3.40
P -5.96 0.79 -3.54
O -5.57 2.05 -4.58
Br -6.47 1.80 -1.58
C -4.59 -1.68 -3.94
O -5.26 -1.87 -4.92
N -3.93 -2.58 -3.12
C -2.87 -1.78 -2.40
C -2.40 -2.74 -1.27
C -0.89 -2.69 -0.90
C -0.37 -1.29 -0.52
F -0.08 -3.32 -1.83
C -1.85 -1.56 -3.57
O -1.43 -0.41 -3.84
O -1.45 -2.55 -4.20
H -6.96 -1.99 -0.71
H -3.58 0.45 0.25
H -3.71 0.30 -4.14
H -4.98 2.62 -4.07
H -3.57 -3.42 -3.57
H -2.95 -2.62 -0.32
H -2.62 -3.77 -1.61
H -0.79 -3.30 0.02
H -1.03 -0.87 0.25
H -0.22 -0.64 -1.40
H 0.63 -1.44 -0.06
C -7.26 7.12 -6.26
C -7.99 8.28 -6.04
C -7.86 8.97 -4.84
C -7.00 8.50 -3.86
C -6.28 7.32 -4.07
C -6.40 6.64 -5.28
C -5.39 6.78 -3.01
O -4.76 5.76 -3.19
C -5.30 7.50 -1.71
C -4.52 6.97 -0.69
C -4.41 7.65 0.51
C -5.08 8.85 0.70
C -5.86 9.38 -0.31
C -5.98 8.70 -1.52
C -6.85 9.26 -2.59
O -7.44 10.31 -2.42
H -7.35 6.59 -7.19
H -8.67 8.65 -6.80
H -8.43 9.88 -4.68
H -5.84 5.74 -5.45
H -4.00 6.04 -0.84
H -3.81 7.23 1.31
H -4.99 9.38 1.64
H -6.38 10.32 -0.16
C -0.36 -2.24 6.03
C -0.32 -3.12 7.11
C 0.52 -4.23 7.07
C 1.31 -4.46 5.95
C 1.24 -3.59 4.86
C 0.42 -2.47 4.91
C 2.04 -3.85 3.63
O 2.00 -3.09 2.69
C 2.90 -5.07 3.58
C 3.60 -5.35 2.42
C 4.42 -6.47 2.36
C 4.53 -7.31 3.47
C 3.82 -7.03 4.63
C 3.00 -5.91 4.69
C 2.22 -5.64 5.92
O 2.31 -6.37 6.89
H -1.01 -1.38 6.07
H -0.94 -2.95 7.98
H 0.56 -4.91 7.91
H 0.38 -1.79 4.07
H 3.52 -4.71 1.56
H 4.96 -6.70 1.46
H 5.17 -8.18 3.43
H 3.91 -7.68 5.49
C 9.94 -3.15 3.59
C 10.66 -1.98 3.34
C 10.26 -1.12 2.34
C 9.14 -1.42 1.56
C 8.44 -2.61 1.80
C 8.83 -3.46 2.82
C 7.27 -2.97 0.95
O 6.66 -4.00 1.16
C 6.88 -2.06 -0.16
C 5.83 -2.42 -0.99
C 5.44 -1.57 -2.02
C 6.11 -0.36 -2.21
C 7.16 -0.01 -1.39
C 7.56 -0.86 -0.36
C 8.71 -0.48 0.50
O 9.29 0.57 0.33
H 10.25 -3.81 4.39
H 11.53 -1.74 3.94
H 10.81 -0.21 2.15
H 8.28 -4.37 3.01
H 5.31 -3.36 -0.85
H 4.63 -1.85 -2.68
H 5.80 0.30 -3.01
H 7.67 0.93 -1.54
*
```